C35H60F3O17 | wB97M-V/def2-TZVPD

The geometry in ORCA input format:
```
! RIJCOSX wB97M-V def2-TZVPD def2/J DEFGRID3
* xyz -1 1
C 4.66 -4.19 -3.33
O 3.90 -5.11 -4.23
C 3.25 -6.07 -3.28
C 1.91 -6.80 -3.94
C 0.60 -6.04 -3.21
C -0.78 -6.92 -3.29
C -1.58 -6.71 -4.71
O -0.74 -6.88 -5.91
C -0.74 -5.69 -6.77
F -0.23 -4.46 -6.11
F -2.05 -5.38 -7.41
F 0.21 -5.98 -7.90
C -1.77 -6.31 -2.09
C -1.55 -4.68 -1.89
C -2.29 -3.54 -2.86
C -2.01 -1.92 -2.66
C -0.97 -1.34 -1.48
C -0.73 0.30 -1.41
C -0.27 -2.44 -0.49
C -0.56 -4.05 -0.70
H 5.24 -4.84 -2.53
H 3.93 -3.47 -2.71
H 5.37 -3.46 -3.93
H 4.03 -6.86 -2.85
H 2.97 -5.39 -2.33
H 1.81 -6.55 -5.10
H 1.92 -7.96 -3.72
H 0.90 -6.01 -2.05
H 0.55 -4.98 -3.70
H -2.40 -7.57 -4.76
H -2.21 -5.70 -4.71
H -2.92 -6.47 -2.35
H -1.53 -6.94 -1.13
H -3.00 -3.89 -3.72
H -2.54 -1.13 -3.35
H 0.31 0.49 -1.96
H -0.71 0.71 -0.30
H -1.56 0.83 -2.07
H 0.47 -2.07 0.36
H 0.00 -4.78 0.05
C -2.99 -2.77 5.79
C -3.24 -3.06 4.32
O -2.17 -3.82 3.76
C -2.19 -5.15 4.03
O -3.03 -5.73 4.69
O -1.09 -5.71 3.46
C -0.95 -7.10 3.74
H -2.01 -2.31 5.93
H -3.76 -2.11 6.20
H -2.99 -3.70 6.38
H -3.28 -2.11 3.77
H -4.20 -3.56 4.16
H -1.86 -7.66 3.50
H -0.68 -7.24 4.80
H -0.13 -7.49 3.13
C 9.98 1.14 -1.97
C 8.66 0.88 -1.27
O 7.55 1.22 -2.11
C 7.23 0.31 -3.06
O 7.79 -0.76 -3.24
O 6.20 0.80 -3.79
C 5.82 -0.03 -4.88
H 10.02 2.16 -2.35
H 10.82 0.97 -1.30
H 10.09 0.48 -2.84
H 8.59 1.53 -0.38
H 8.58 -0.15 -0.92
H 5.62 -1.06 -4.55
H 6.60 -0.02 -5.65
H 4.90 0.37 -5.31
C 4.63 3.36 -4.93
C 5.94 3.74 -4.27
O 6.44 4.98 -4.78
C 5.85 6.10 -4.28
O 4.96 6.13 -3.44
O 6.40 7.18 -4.89
C 5.81 8.42 -4.51
H 4.73 3.37 -6.02
H 4.30 2.37 -4.61
H 3.84 4.08 -4.68
H 6.70 2.98 -4.50
H 5.85 3.77 -3.18
H 5.79 8.54 -3.43
H 4.79 8.48 -4.92
H 6.41 9.22 -4.94
C -4.02 4.14 5.28
C -3.39 3.05 4.43
O -3.99 1.78 4.70
C -5.19 1.56 4.10
O -5.78 2.33 3.37
O -5.63 0.33 4.49
C -6.93 0.01 4.00
H -4.00 3.87 6.34
H -3.50 5.09 5.14
H -5.08 4.28 5.01
H -2.33 2.96 4.69
H -3.44 3.29 3.36
H -6.99 0.13 2.92
H -7.68 0.63 4.50
H -7.13 -1.04 4.24
C -5.43 10.37 7.46
C -5.47 9.62 6.14
O -5.72 8.23 6.35
C -7.02 7.90 6.58
O -7.96 8.68 6.62
O -7.08 6.57 6.80
C -8.38 6.10 7.15
H -4.72 9.91 8.15
H -5.14 11.42 7.30
H -6.41 10.36 7.95
H -4.49 9.70 5.65
H -6.20 10.06 5.44
H -9.13 6.42 6.42
H -8.65 6.45 8.15
H -8.36 5.01 7.16
*
```

Values from the calculation:
HOMO level (eV): -2.3
Orbital gap (eV): 4.00


C7H6FNO6S | wB97M-V/def2-TZVPD

The geometry in ORCA input format:
```
! RIJCOSX wB97M-V def2-TZVPD def2/J DEFGRID3
* xyz 0 1
O -1.57 -2.85 1.57
C -1.78 -1.69 1.69
O -1.02 -0.73 1.15
N -2.89 -1.21 2.52
S -4.25 -0.90 1.59
O -3.93 0.13 0.65
O -5.37 -0.78 2.43
F -4.31 -2.24 0.84
H -1.54 0.07 0.94
H -2.64 -0.28 2.85
C 1.99 1.61 -0.21
C 3.30 1.41 -0.33
C 3.85 0.65 -1.49
O 5.04 0.47 -1.60
C 2.89 0.14 -2.50
C 1.58 0.34 -2.37
C 1.03 1.09 -1.22
O -0.16 1.28 -1.10
H 1.57 2.16 0.62
H 4.02 1.77 0.39
H 3.32 -0.41 -3.33
H 0.86 -0.03 -3.09
*
```

Values from the calculation:
HOMO level (eV): -10.5
Orbital gap (eV): 8.84


C14H34Cl14O3 | wB97M-V/def2-TZVPD

The geometry in ORCA input format:
```
! RIJCOSX wB97M-V def2-TZVPD def2/J DEFGRID3
* xyz 0 1
Cl 1.80 4.22 -3.30
C 2.30 2.46 -2.98
C 3.06 2.38 -1.76
Cl 3.32 0.72 -1.17
H 2.89 2.19 -3.85
H 1.38 1.87 -3.01
H 2.51 2.95 -1.01
H 4.01 2.89 -1.87
Cl 3.39 -1.11 -4.60
C 1.73 -1.63 -4.92
C 0.77 -1.16 -3.82
Cl -0.87 -1.76 -4.20
H 1.72 -2.72 -4.89
H 1.41 -1.11 -5.83
H 0.73 -0.07 -3.78
H 1.02 -1.53 -2.83
Cl -3.43 1.93 3.28
C -4.49 0.46 3.52
C -5.65 0.82 4.49
Cl -6.45 -0.76 4.64
H -3.98 -0.44 3.85
H -5.00 0.20 2.59
H -6.36 1.51 4.04
H -5.39 1.06 5.52
Cl 2.65 2.15 2.17
C 3.99 1.08 2.73
C 4.45 1.55 4.19
Cl 3.10 1.49 5.34
H 4.79 1.15 1.99
H 3.67 0.03 2.72
H 4.94 2.51 4.33
H 5.19 0.83 4.56
Cl 0.48 -1.42 -0.10
C -0.24 -0.22 0.98
C -1.25 0.65 0.26
Cl -0.37 1.58 -0.94
H 0.63 0.33 1.35
H -0.86 -0.73 1.73
H -1.61 1.37 1.00
H -2.05 0.02 -0.13
Cl 3.25 -3.03 -1.59
C 3.43 -2.80 0.17
C 4.65 -3.74 0.59
Cl 4.17 -5.39 0.45
H 2.47 -3.07 0.62
H 3.53 -1.75 0.41
H 4.90 -3.54 1.63
H 5.54 -3.52 -0.01
Cl -3.53 -5.08 -1.60
C -3.55 -3.31 -1.52
C -3.73 -2.75 -0.09
Cl -2.34 -3.26 0.91
H -4.35 -3.00 -2.19
H -2.62 -2.93 -1.95
H -4.69 -3.07 0.30
H -3.80 -1.67 -0.08
O -1.91 3.18 -3.09
H -2.11 2.46 -2.49
H -1.50 2.75 -3.84
O -4.04 2.07 -1.19
H -4.45 1.21 -1.08
H -4.77 2.69 -1.11
O -0.84 4.06 2.50
H -0.15 3.53 2.11
H -1.48 4.17 1.80
*
```

Values from the calculation:
HOMO level (eV): -10.5
Orbital gap (eV): 10.41


C7H12O3 | wB97M-V/def2-TZVPD

The geometry in ORCA input format:
```
! RIJCOSX wB97M-V def2-TZVPD def2/J DEFGRID3
* xyz 0 1
C 2.90 0.18 -0.07
C 1.92 0.81 0.93
O 1.02 1.73 0.34
C 0.11 1.16 -0.58
C -0.91 0.22 0.06
C -0.95 -1.24 -0.38
C -2.33 -1.62 0.16
O -3.15 -0.47 -0.12
C -2.35 0.63 -0.23
O -2.79 1.69 -0.55
H 3.82 -0.10 0.46
H 2.50 -0.73 -0.53
H 3.17 0.89 -0.85
H 2.47 1.38 1.68
H 1.38 0.02 1.46
H -0.42 1.99 -1.05
H 0.65 0.62 -1.37
H -0.84 0.24 1.16
H -0.12 -1.84 0.00
H -0.99 -1.28 -1.48
H -2.80 -2.49 -0.31
H -2.30 -1.76 1.25
*
```

Values from the calculation:
HOMO level (eV): -10.1
Orbital gap (eV): 10.83